{
  "formula": "C19H37O21Tl",
  "method": "ωB97M-V/def2-TZVPD",
  "max_force_ev_per_a": 4.4,
  "de_lowest_kcal_mol": 72.83,
  "total_charge": 2,
  "species": ["Tl", "O", "C", "O", "O", "H", "C", "O", "C", "O", "O", "C", "H", "H", "H", "H", "H", "H", "C", "O", "C", "O", "O", "C", "H", "H", "H", "H", "H", "H", "C", "O", "C", "O", "O", "C", "H", "H", "H", "H", "H", "H", "C", "O", "C", "O", "O", "C", "H", "H", "H", "H", "H", "H", "C", "O", "C", "O", "O", "C", "H", "H", "H", "H", "H", "H", "C", "O", "C", "O", "O", "C", "H", "H", "H", "H", "H", "H"],
  "xyz": [[0.324, 4.081, -1.325], [-0.499, -0.307, 0.099], [-0.038, 0.870, -0.224], [-0.127, 1.818, 0.578], [0.414, 1.051, -1.365], [-0.666, 0.080, 0.962], [-4.244, 5.582, -0.856], [-4.671, 4.244, -1.164], [-3.735, 3.294, -1.094], [-2.563, 3.509, -0.862], [-4.310, 2.109, -1.372], [-3.500, 0.978, -1.572], [-3.966, 5.690, 0.193], [-5.028, 6.325, -1.005], [-3.365, 5.857, -1.438], [-3.635, 0.576, -2.576], [-3.971, 0.246, -0.916], [-2.420, 1.036, -1.429], [-1.699, -3.328, 0.715], [-1.473, -3.856, -0.607], [-0.295, -4.437, -0.979], [0.800, -4.447, -0.347], [-0.400, -4.977, -2.162], [0.759, -5.570, -2.769], [-2.208, -4.006, 1.399], [-2.113, -2.328, 0.840], [-0.796, -3.061, 1.264], [1.341, -6.169, -2.069], [1.410, -4.805, -3.192], [0.391, -6.246, -3.541], [-1.316, 7.017, 4.192], [-1.175, 6.472, 2.904], [-0.655, 5.277, 2.655], [-0.291, 4.937, 1.534], [-0.418, 4.530, 3.735], [0.503, 3.498, 3.755], [-1.692, 8.040, 4.224], [-0.340, 7.040, 4.677], [-2.019, 6.376, 4.724], [0.207, 2.821, 2.954], [0.584, 2.993, 4.718], [1.490, 3.873, 3.484], [2.423, -1.543, 0.023], [3.797, -1.868, -0.365], [4.778, -1.932, 0.515], [4.732, -1.459, 1.673], [5.833, -2.457, 0.009], [6.947, -2.810, 0.878], [2.113, -2.107, 0.902], [1.682, -1.765, -0.745], [2.350, -0.466, 0.170], [7.587, -3.485, 0.309], [6.494, -3.243, 1.770], [7.511, -1.925, 1.173], [-2.851, 0.288, 2.855], [-1.478, 0.013, 3.132], [-1.239, -1.362, 3.364], [-2.054, -2.292, 3.462], [0.061, -1.622, 3.816], [1.114, -0.723, 3.920], [-3.376, 0.440, 3.798], [-3.390, -0.443, 2.253], [-2.897, 1.243, 2.331], [0.867, 0.006, 4.692], [1.381, -0.157, 3.028], [1.992, -1.347, 4.091], [2.048, -1.913, -3.173], [1.961, -1.971, -4.619], [0.930, -2.409, -5.280], [0.054, -3.120, -4.798], [0.964, -1.839, -6.594], [-0.113, -2.117, -7.498], [1.297, -1.246, -2.749], [3.031, -1.531, -2.898], [2.049, -2.963, -2.881], [-1.032, -2.538, -7.090], [0.224, -2.839, -8.242], [-0.386, -1.179, -7.980]],
  "forces_ev_per_angstrom": [[-0.498, 0.224, 0.471], [0.355, 0.270, 0.175], [-0.072, 0.020, -1.725], [0.528, 0.552, -0.109], [0.709, 0.629, -0.722], [-1.410, -1.659, 2.591], [0.686, 0.540, 0.506], [0.081, -0.296, 0.209], [-0.792, 0.469, -0.637], [0.371, -0.486, -0.054], [0.630, 1.886, 0.077], [-0.392, -1.652, -0.064], [0.052, -0.407, 0.090], [-0.291, -0.686, -0.459], [-0.148, -0.094, -0.168], [-0.197, 0.383, -0.183], [0.556, -0.301, 0.119], [-0.231, 0.670, 0.420], [1.370, 0.276, 1.776], [1.126, -0.324, -0.210], [1.553, 0.577, 1.736], [-2.914, 0.552, -1.014], [-0.529, 0.217, 0.001], [0.238, -0.726, -0.001], [-0.248, -0.237, -0.645], [-1.046, -0.223, -1.547], [0.850, -0.864, -0.406], [-0.145, 0.210, 0.287], [-0.229, 0.045, -0.079], [-0.107, 0.403, -0.027], [0.052, -0.610, 1.766], [-0.062, -0.514, -2.015], [1.678, 0.144, -0.455], [-0.709, 0.195, 0.597], [-1.620, 1.875, 1.420], [1.025, -0.936, -1.549], [-0.076, -0.188, -0.931], [-0.095, -0.187, 0.193], [0.177, 0.200, 0.415], [0.186, -0.600, 0.122], [-0.583, 0.391, -0.009], [0.123, 0.084, 0.054], [0.367, 0.280, 0.623], [-1.471, -0.247, -0.746], [-0.038, 1.654, 2.950], [-0.575, -0.948, -2.003], [0.630, -0.607, -1.060], [-0.250, 0.248, 0.463], [0.308, 0.146, 0.096], [0.826, -0.455, -0.340], [0.238, 0.020, 0.333], [-0.353, 0.036, 0.115], [0.413, -0.257, -0.042], [-0.164, 0.056, -0.187], [-1.135, 1.014, 0.170], [0.937, -3.172, -0.546], [-0.325, -1.235, 2.921], [2.206, 3.559, -1.279], [-2.855, -0.604, -1.887], [0.642, 0.852, -0.003], [-0.023, -0.269, -0.006], [0.448, -0.328, 0.152], [0.307, -0.002, -0.047], [0.489, -0.040, 0.262], [-0.515, 0.079, -0.535], [-0.106, 0.234, 0.636], [0.455, -0.764, -1.077], [1.514, 1.429, 0.148], [-2.342, 0.338, -1.760], [1.248, 0.921, -1.088], [-0.074, -1.536, 3.427], [-0.545, -0.340, -0.543], [-0.499, -0.351, -0.068], [-0.010, 0.089, -0.562], [-0.569, 0.139, 0.809], [0.311, 0.071, 0.735], [0.233, 0.170, -0.068], [0.325, -0.002, -0.009]]
}

=====

{
  "formula": "C17H26N2OSY",
  "method": "ωB97M-V/def2-TZVPD",
  "max_force_ev_per_a": 0.8,
  "de_lowest_kcal_mol": 3.83,
  "total_charge": 3,
  "species": ["Y", "C", "C", "C", "C", "C", "C", "C", "C", "C", "H", "H", "H", "H", "H", "H", "H", "H", "H", "H", "H", "H", "C", "C", "C", "C", "C", "C", "C", "S", "C", "O", "H", "H", "H", "H", "H", "H", "H", "H", "H", "H", "N", "N", "H", "H", "H", "H"],
  "xyz": [[0.571, -0.233, -0.063], [1.610, -4.050, -0.722], [0.960, -3.139, 0.272], [1.693, -2.543, 1.308], [1.090, -1.702, 2.254], [1.892, -1.031, 3.336], [-0.296, -1.462, 2.150], [-1.076, -2.089, 1.151], [-2.564, -1.899, 1.112], [-0.418, -2.879, 0.202], [1.442, -3.706, -1.744], [1.163, -5.044, -0.652], [2.678, -4.154, -0.544], [2.753, -2.753, 1.391], [2.016, 0.042, 3.148], [2.881, -1.474, 3.432], [1.389, -1.120, 4.299], [-0.774, -0.777, 2.846], [-2.945, -1.903, 0.090], [-2.883, -0.998, 1.635], [-3.045, -2.739, 1.621], [-0.998, -3.325, -0.599], [-1.119, 4.770, 1.258], [-1.017, 3.695, 0.227], [-0.438, 3.959, -1.020], [-0.361, 2.989, -2.009], [-0.901, 1.728, -1.775], [-1.525, 1.448, -0.548], [-1.542, 2.411, 0.456], [-0.658, 0.434, -2.985], [-2.314, -0.064, -3.421], [-0.146, -0.719, -2.045], [-0.183, 5.318, 1.358], [-1.416, 4.385, 2.230], [-1.872, 5.497, 0.942], [-0.044, 4.947, -1.221], [0.101, 3.219, -2.962], [-2.003, 0.480, -0.389], [-2.042, 2.204, 1.396], [-2.914, -0.275, -2.538], [-2.216, -0.946, -4.054], [-2.750, 0.752, -4.001], [2.506, 0.996, -1.067], [2.952, -0.193, -0.348], [2.660, 0.866, -2.066], [3.041, 1.821, -0.797], [3.581, 0.073, 0.410], [3.482, -0.816, -0.956]],
  "forces_ev_per_angstrom": [[0.388, -0.710, -0.227], [0.025, -0.024, -0.034], [-0.103, 0.059, 0.005], [-0.051, 0.210, 0.064], [-0.224, 0.175, 0.008], [0.062, -0.075, 0.029], [-0.028, 0.041, -0.338], [0.140, 0.375, 0.278], [-0.067, -0.135, -0.001], [-0.123, 0.103, -0.120], [-0.002, -0.014, -0.015], [-0.004, -0.002, 0.012], [0.008, 0.016, -0.013], [0.002, -0.010, 0.012], [0.002, 0.007, 0.028], [0.008, 0.015, -0.013], [-0.013, 0.001, -0.005], [-0.027, -0.209, 0.167], [-0.029, 0.029, 0.009], [0.005, 0.024, -0.031], [0.027, -0.004, 0.002], [0.022, -0.057, 0.023], [-0.033, 0.096, 0.046], [0.067, -0.023, -0.116], [-0.050, -0.025, 0.115], [-0.027, -0.080, -0.106], [0.002, 0.034, -0.059], [0.375, -0.267, 0.050], [-0.080, 0.065, -0.090], [-0.276, 0.081, 0.128], [0.065, -0.020, -0.012], [0.130, 0.148, 0.180], [0.009, -0.018, 0.000], [0.006, -0.009, 0.005], [-0.009, -0.010, 0.017], [0.001, 0.011, 0.004], [0.010, 0.011, 0.002], [-0.245, 0.036, 0.001], [0.007, -0.021, 0.000], [0.046, 0.015, 0.043], [0.007, 0.006, -0.012], [0.030, 0.027, -0.011], [-0.189, 0.032, 0.086], [0.058, 0.095, -0.144], [0.020, 0.030, 0.024], [0.016, -0.041, 0.007], [0.015, -0.019, -0.031], [0.029, 0.032, 0.032]]
}

=====

{
  "formula": "C4H12N3",
  "method": "ωB97M-V/def2-TZVPD",
  "max_force_ev_per_a": 3.8,
  "de_lowest_kcal_mol": 50.93,
  "smiles": "N/C=C(\\[NH3+])CCN",
  "total_charge": 1,
  "species": ["C", "C", "C", "C", "N", "N", "N", "H", "H", "H", "H", "H", "H", "H", "H", "H", "H", "H", "H"],
  "xyz": [[1.123, -0.407, -1.844], [-0.206, -0.809, -1.082], [-0.313, -0.021, 0.194], [-1.037, -0.582, 1.205], [-1.798, -0.132, 2.242], [-0.064, 1.412, 0.281], [2.082, 0.181, -0.909], [0.944, 0.439, -2.558], [1.442, -1.276, -2.421], [-0.320, -1.878, -1.029], [-1.004, -0.365, -1.701], [-1.214, -1.642, 1.003], [-1.871, 0.847, 2.439], [-2.309, -0.875, 2.677], [-0.735, 2.040, -0.161], [0.922, 1.594, -0.046], [0.046, 1.644, 1.275], [2.196, -0.360, -0.061], [2.952, 0.339, -1.401]],
  "forces_ev_per_angstrom": [[-0.996, 0.643, -0.112], [1.222, 3.127, -1.694], [-1.668, -1.812, 2.390], [-0.482, -0.477, -1.483], [1.476, -0.206, -1.003], [1.454, 0.472, 0.401], [0.004, 0.054, -0.032], [-0.242, -1.005, 0.287], [0.413, 0.095, 0.076], [-0.128, -0.152, 0.571], [-0.048, -0.815, -0.156], [0.177, 0.211, 0.352], [-0.492, -0.143, 0.509], [-0.350, 0.599, 0.705], [-0.081, 0.053, -0.114], [-0.441, -0.401, -0.761], [-0.525, 0.137, -0.125], [0.468, -0.316, -0.259], [0.238, -0.062, 0.448]]
}